Here is a single CH2N2O3S molecule at a distorted geometry from OMol25. Energies are from ωB97M-V/def2-TZVPD.

Geometry as XYZ:
```
9
Properties=species:S:1:pos:R:3:forces:R:3
N 0.820282 -1.599961 -0.228605 -1.9 2.4 -0.1
C 0.127819 -0.454245 -0.570697 0.0 -2.4 -1.3
O -0.523458 -0.321507 -1.567718 -0.8 -0.1 -0.7
N 0.336829 0.537362 0.331293 0.0 2.0 1.6
S -0.712113 1.560565 0.670923 0.8 0.2 0.2
O -0.165800 2.690090 1.353923 -0.7 -0.3 -0.2
O -2.108080 1.409743 0.421555 0.6 0.0 0.1
H 1.611726 -1.393242 0.282062 1.8 -0.5 1.3
H 0.612794 -2.428806 -0.692735 0.2 -1.3 -0.9
```
Positions in Å, forces in eV/Å.

Computed properties:
* DFT total energy: -21025.7245 eV
* Kohn-Sham gap: 10.17 eV
* relative energy (zero: lowest compared OMol25 entry of this formula, charge and spin): 16.1 kcal/mol
* net charge: 0
* SMILES: NC(=O)N=S(=O)=O